Here is a molecular structure, C32H36BCl3GeN11RbSi from the OMol25 dataset. Energies are from wB97M-V/def2-TZVPD.

```
86
Properties=species:S:1:pos:R:3:forces:R:3
Rb -2.425243 0.716440 1.763787 0.35 -0.15 0.01
C -6.113099 0.458858 2.308727 0.52 2.09 -2.10
C -5.359478 0.160448 1.009395 -0.25 -1.06 0.96
C -5.070556 0.912941 -0.148878 0.70 -0.65 0.26
C -4.136151 0.162507 -0.847748 -1.41 -1.04 1.44
N -4.009917 -1.002665 -0.170996 1.94 -0.38 0.37
N -4.715322 -1.019432 1.000054 0.29 1.02 -1.31
B -2.907885 -2.117178 -0.538318 -2.32 -0.19 0.07
N -1.846332 -1.488642 -1.457994 0.66 0.40 -0.74
C -1.857737 -1.582106 -2.800442 0.64 1.23 0.23
C -1.110218 -0.546302 -3.334812 -0.62 -0.90 -1.69
C -0.643031 0.154047 -2.234813 1.01 0.60 1.42
C 0.287875 1.393634 -2.163591 -1.29 -1.76 0.94
N -1.055160 -0.439446 -1.109510 -0.21 0.79 0.74
N -2.400836 -2.794154 0.715748 1.51 0.42 1.52
C -2.385237 -4.096323 0.970643 -0.79 -2.25 -2.08
C -1.734073 -4.352005 2.139295 0.09 -0.66 0.14
C -1.335757 -3.116343 2.589524 -0.15 1.37 0.83
C -0.632595 -2.746605 3.862427 -0.59 -1.12 0.98
N -1.715747 -2.181217 1.757555 -0.68 1.87 -1.39
N -3.737040 -3.149362 -1.359535 -0.50 0.48 0.81
C -5.110450 -3.228291 -1.557031 1.83 -1.21 -1.81
C -5.257075 -4.314734 -2.458524 0.35 1.70 2.33
C -4.002222 -4.899549 -2.552802 0.21 1.12 0.01
C -3.707125 -6.168189 -3.182126 0.88 -1.64 -1.36
N -3.072579 -4.178860 -1.922413 -0.59 -0.23 -0.41
H -5.783742 -0.255158 3.029589 -0.17 -0.32 0.65
H -5.857175 1.519646 2.564383 -0.09 -0.88 0.34
H -7.179478 0.502299 2.124969 -0.28 -0.45 0.27
H -5.467833 1.832368 -0.450219 -0.46 1.19 -0.18
H -3.585851 0.269112 -1.740434 0.23 0.47 -0.90
H -2.353537 -2.353106 -3.283147 -0.93 -1.17 -0.76
H -1.025036 -0.391793 -4.427385 0.22 0.12 1.02
H 0.650374 1.476849 -1.122049 -0.33 0.17 -0.39
H 1.153134 1.136770 -2.769174 -0.03 0.85 -0.50
H -0.329586 2.265526 -2.415805 0.82 0.00 -0.32
H -2.747808 -4.794691 0.178612 0.16 0.66 1.18
H -1.562073 -5.262072 2.650548 -0.03 -0.81 0.09
H -0.860898 -3.597103 4.615330 0.74 1.60 -1.00
H 0.420734 -2.674982 3.630003 0.51 -0.26 0.37
H -0.901766 -1.759630 4.300401 -0.21 -0.76 -0.42
H -5.816819 -2.532391 -1.126830 0.22 -0.03 -0.12
H -6.134445 -4.687282 -2.879555 -1.28 -0.45 -0.45
H -2.638981 -6.332080 -3.312320 0.19 0.30 -0.09
H -3.992491 -6.990411 -2.552453 -0.44 -0.43 0.46
H -4.172037 -6.377437 -4.165414 0.03 0.51 0.51
Cl 1.047480 0.425721 2.211724 -0.39 -1.21 -0.49
Si 2.017909 2.025117 2.866519 0.85 1.72 0.23
Cl 0.447274 3.150786 3.640762 0.16 -0.04 0.39
Cl 3.462035 1.486942 4.241764 -0.54 0.13 -0.26
N 3.319813 -0.677356 -3.161368 -2.03 -1.32 2.12
C 2.495578 -1.353185 -2.333995 -1.85 -2.68 0.31
C 2.271716 -0.852865 -0.976852 0.11 2.02 0.46
N 1.707015 -1.455799 0.005009 -1.33 -2.37 -0.33
C 1.039919 -2.638663 -0.294011 1.52 3.23 3.90
C 1.046476 -3.088003 -1.544058 0.73 -2.61 -5.36
N 1.788732 -2.608879 -2.623691 0.41 1.87 2.53
H 3.536513 0.253609 -2.760466 0.75 -0.51 -0.99
H 3.664380 -1.146593 -3.992612 -0.04 0.64 -0.14
H 2.435476 0.190030 -0.648765 0.85 -0.17 -0.99
H 0.613641 -3.174871 0.561746 -0.06 0.16 -0.50
H 0.529369 -4.105209 -1.599585 0.67 1.53 -1.02
Ge 2.858811 3.675875 1.279456 -0.63 -0.24 -0.41
C 3.921947 3.025295 -0.216616 -1.36 0.36 0.77
C 3.411864 3.134662 -1.512921 0.27 0.67 -0.47
C 4.117212 2.587215 -2.596062 -0.06 -0.15 -0.04
C 5.265552 1.884864 -2.240713 -0.62 -0.28 -1.13
C 5.707649 1.760865 -0.955887 1.92 -0.40 0.11
C 5.080924 2.358223 0.088280 -0.24 -0.06 0.64
C 3.689170 5.047644 2.348664 -1.91 0.90 0.63
C 2.770892 5.856684 3.102448 0.12 -0.81 -0.73
C 3.275557 6.786791 3.949492 0.55 1.05 1.00
C 4.664742 6.917394 4.103439 -0.63 1.03 0.75
C 5.547933 6.211880 3.355101 1.03 -0.56 -0.95
C 5.039862 5.279355 2.439586 -0.67 0.13 0.58
H 1.531650 4.100287 0.575410 0.20 0.13 0.33
H 2.551600 3.790995 -1.638776 -0.04 -0.41 -0.24
H 3.873060 2.656778 -3.691862 -0.12 0.20 1.41
H 5.809952 1.361762 -2.995802 0.47 -0.05 -0.55
H 6.666182 1.294908 -0.810013 0.14 -0.44 0.12
H 5.435757 2.289397 1.124863 0.00 -0.04 -0.53
H 1.680798 5.785538 3.022478 0.46 -0.28 -0.21
H 2.649042 7.481916 4.529407 0.12 -0.58 -0.36
H 5.016778 7.656874 4.814027 0.10 -0.05 -0.05
H 6.631698 6.401546 3.419594 -0.67 -0.21 0.04
H 5.616342 4.690563 1.787615 1.31 -0.44 -0.52
```
Forces are in eV/Å.

orbital gap (spin up / spin down): 6.9 / 3.7 eV
multiplicity: 2
HOMO (spin up / spin down): -10.5 / -10.5 eV
charge: +1

Atomic partial charges in e from the Löwdin method, atoms 1 to 8:
1 Rb 0.78
2 C -0.02
3 C -0.42
4 C -0.05
5 C -0.11
6 N -0.07
7 N 0.07
8 B -0.67

Here is a molecular structure, C7H15NO from the OMol25 dataset. Energies are from wB97M-V/def2-TZVPD.

```
24
Properties=species:S:1:pos:R:3:forces:R:3
C 1.030778 -0.063856 0.523562 -1.85 0.98 -1.41
C 0.794179 0.541194 1.855142 -0.98 0.27 0.57
C 0.525229 -1.475227 0.374109 0.06 -0.08 0.09
C 2.406366 0.137016 -0.052772 -0.12 0.14 -0.13
C -0.024577 1.162270 -0.729760 2.94 -0.38 0.12
H -0.295443 0.767652 1.949252 0.89 -0.07 0.12
H 1.359319 1.459696 2.010259 0.06 -0.01 -0.01
H 1.006402 -0.164068 2.662281 0.24 -0.04 0.01
H 0.440896 -1.767027 -0.671251 0.00 -0.03 0.02
H -0.433562 -1.616882 0.866103 -0.10 0.06 -0.05
H 1.224168 -2.159797 0.868744 0.08 0.05 -0.04
H 2.482760 -0.254444 -1.067072 0.00 -0.01 -0.03
H 2.687298 1.190041 -0.058337 0.01 0.00 -0.01
H 3.135822 -0.397735 0.563233 -0.08 -0.01 0.05
H 0.528388 2.027346 -0.372965 0.67 0.05 -0.07
H -0.879614 1.737303 -1.086186 -1.01 -0.87 0.51
H 0.448669 0.756454 -1.621531 0.28 0.27 -0.24
C -2.642520 -0.444736 -0.993191 0.45 0.12 -0.83
O -1.758909 -1.034425 -1.924737 -0.15 0.08 0.03
C -2.001535 0.312827 0.120877 -2.02 -0.36 2.98
N -2.156671 0.651144 1.235893 0.36 -0.24 -1.92
H -1.306273 -0.333860 -2.405855 0.02 -0.01 0.04
H -3.353157 0.232556 -1.487100 0.11 -0.06 0.09
H -3.218014 -1.263441 -0.558697 0.15 0.15 0.14
```
Forces are in eV/Å.

orbital gap: 9.5 eV
HOMO: -8.9 eV
charge: 0

Atomic partial charges in e from the natural (NBO) method, atoms 1 to 8:
1 C 0.24
2 C -0.71
3 C -0.67
4 C -0.67
5 C -0.77
6 H 0.27
7 H 0.21
8 H 0.22

Here is 2 unconnected molecules or ions with the total composition C4H10N3O from the OMol25 dataset. Energies are from wB97M-V/def2-TZVPD.

```
18
Properties=species:S:1:pos:R:3:forces:R:3
C -2.817909 0.542700 0.383506 -4.05 1.48 0.92
C 1.630063 0.206438 0.179173 -0.04 -1.37 1.02
C 2.417796 1.465188 -0.020876 -2.18 -2.05 -2.25
C -0.401214 -0.938641 -0.713029 -0.17 -0.34 -0.32
N -1.924729 -0.087478 0.926971 3.18 -1.49 0.94
N 0.485101 0.137848 -0.675336 0.30 -3.87 2.06
N -0.074230 -2.128780 -0.154200 2.67 6.43 -0.72
O 1.964625 -0.738645 0.907959 -1.08 1.73 -1.48
H -3.824221 0.850059 0.889922 1.77 -0.28 -0.85
H -2.702449 0.804434 -0.659018 -0.20 0.09 -0.46
H 2.941024 1.740191 0.805166 1.12 1.28 2.34
H 1.889087 2.150693 -0.664357 -0.19 0.89 0.65
H 3.098596 1.053985 -0.708954 1.71 -0.37 -1.01
H -1.328009 -0.798468 -1.419091 2.06 -0.55 1.52
H 0.351390 0.927578 -1.207105 -0.96 1.78 -1.44
H 0.801238 -1.989416 0.435387 -0.98 -0.97 -0.39
H -1.830151 -0.341414 1.920100 -1.05 0.32 -0.53
H -0.676002 -2.856275 -0.226224 -1.93 -2.70 0.00
```
Forces are in eV/Å.

orbital gap: 10.0 eV
HOMO: -13.9 eV
charge: +1

Atomic partial charges in e from the natural (NBO) method, atoms 1 to 8:
1 C 0.02
2 C 0.72
3 C -0.70
4 C 0.44
5 N -0.65
6 N -0.62
7 N -0.71
8 O -0.57

Here is a gas-phase ion, C4H13N2S (charge +1) from the OMol25 dataset. Energies are from wB97M-V/def2-TZVPD.

```
20
Properties=species:S:1:pos:R:3:forces:R:3
C 0.135147 -1.514379 -0.862783 3.73 1.43 -0.39
C 0.781734 2.213530 -0.029666 2.15 -1.20 -0.71
C -1.213453 -0.382661 1.004773 2.41 -1.44 0.47
C 0.197084 -0.317598 0.125145 -6.44 -0.19 -0.09
N 1.327894 -0.269110 0.810014 3.40 -1.29 0.47
N 0.043558 1.012044 -0.620762 1.17 2.18 -0.35
S -2.699291 -0.128616 0.059392 -0.29 0.09 -0.08
H 0.191084 -2.374052 -0.247006 0.00 -0.96 0.60
H -0.616172 -1.669737 -1.596478 -0.87 0.59 -0.46
H 1.173087 -1.471834 -1.405336 -1.80 -0.28 0.54
H 0.885318 2.979575 -0.775219 -0.28 0.19 -0.49
H 0.530256 2.677066 0.900066 -1.39 -0.38 0.55
H 1.773835 1.803311 0.165744 0.04 0.39 -0.17
H -1.243007 -1.432956 1.297917 0.04 -0.03 0.08
H -1.141903 0.095678 2.004160 -0.23 0.53 -0.93
H 2.063145 -0.825682 0.372895 -0.02 0.27 0.76
H 1.379209 -0.193206 1.796761 -0.15 0.00 0.70
H 0.491107 0.823785 -1.521970 -0.35 0.57 -0.13
H -0.887397 1.377059 -0.757974 -0.93 -0.88 -0.43
H -2.644114 -1.355261 -0.510366 -0.20 0.43 0.06
```
Forces are in eV/Å.

orbital gap: 10.4 eV
structure (SMILES): C[NH2+][C@@](C)(N)CS
HOMO: -13.3 eV
charge: +1

Atomic partial charges in e from the natural (NBO) method, atoms 1 to 8:
1 C -0.65
2 C -0.45
3 C -0.60
4 C 0.30
5 N -0.85
6 N -0.54
7 S 0.03
8 H 0.25

Here is 2 unconnected molecules or ions with the total composition C4H4N2 from the OMol25 dataset. Energies are from wB97M-V/def2-TZVPD.

```
10
Properties=species:S:1:pos:R:3:forces:R:3
C -0.170944 -0.219163 -0.808843 0.31 -0.42 -0.09
C 0.856720 1.330980 1.387128 0.16 -1.10 -0.26
C -1.287692 -0.679796 -1.860387 3.04 1.34 4.14
C 0.673142 -0.035036 1.072590 -2.43 -0.18 -3.38
N -1.366061 0.479260 -1.363492 -0.56 -0.27 -0.47
N 1.869643 0.785642 0.856799 -0.07 0.37 0.18
H 0.751849 0.085111 -1.296731 0.08 0.15 -0.01
H 0.467601 2.247253 1.761674 0.08 0.60 0.14
H -1.695872 -1.454764 -2.453386 -0.69 -0.21 -0.52
H 0.606530 -0.904524 1.689824 0.09 -0.28 0.28
```
Forces are in eV/Å.

orbital gap: 10.0 eV
HOMO: -9.0 eV
charge: 0

Atomic partial charges in e from the natural (NBO) method, atoms 1 to 8:
1 C -0.21
2 C 0.07
3 C 0.07
4 C -0.07
5 N -0.35
6 N -0.30
7 H 0.15
8 H 0.22

Here is 2 unconnected molecules or ions with the total composition C5H14 from the OMol25 dataset. Energies are from wB97M-V/def2-TZVPD.

```
19
Properties=species:S:1:pos:R:3:forces:R:3
C -1.267909 -1.709133 -1.378922 -0.34 0.92 0.07
C -0.810925 -0.654504 -2.413910 0.61 -0.11 0.44
C -1.521455 -1.072984 -0.006652 -0.24 0.28 -0.05
H -2.196689 -2.139700 -1.774841 0.33 -0.41 0.21
H -0.487929 -2.448991 -1.222922 -0.15 -0.41 -0.33
H -0.015213 -1.061189 -3.049520 -0.38 0.00 -0.33
H -2.195337 -1.646908 0.643449 0.26 -0.12 -0.11
H -0.570549 -0.904598 0.491192 -0.03 -0.06 0.13
H -1.959454 -0.075646 -0.100140 -0.10 -0.02 -0.10
H -1.654883 -0.267954 -2.990444 0.13 -0.08 -0.10
H -0.334617 0.203451 -1.930994 -0.14 -0.04 0.13
C 1.592707 0.700358 1.554935 -0.41 0.95 0.33
C 1.671915 2.198996 1.877023 0.56 0.14 -0.13
H 0.615925 0.360288 1.890776 -0.03 -0.31 0.09
H 1.626473 0.564781 0.479803 0.22 -0.31 -0.20
H 2.365671 0.140494 2.074328 0.12 -0.12 -0.14
H 0.828537 2.725532 1.421595 -0.07 -0.01 0.26
H 2.571178 2.685362 1.487433 0.10 -0.20 -0.24
H 1.742554 2.402343 2.947807 -0.43 -0.10 0.08
```
Forces are in eV/Å.

orbital gap (spin up / spin down): 2.7 / 12.2 eV
multiplicity: 2
HOMO (spin up / spin down): 1.5 / -7.9 eV
charge: -1

Atomic partial charges in e from the natural (NBO) method, atoms 1 to 8:
1 C -0.45
2 C -0.74
3 C -0.76
4 H 0.18
5 H 0.19
6 H 0.19
7 H 0.19
8 H 0.21

Here is a molecular structure, C5H10O2 from the OMol25 dataset. Energies are from wB97M-V/def2-TZVPD.

```
17
Properties=species:S:1:pos:R:3:forces:R:3
C 1.312025 1.218612 0.349712 0.69 -0.37 -0.82
C 1.006862 -1.194827 -1.189363 -1.81 0.23 -0.30
C 0.616906 -0.092660 0.606555 -2.86 1.18 2.19
O 0.799114 -0.812244 1.565991 0.08 0.19 -1.27
H 2.370511 1.013883 0.178675 0.04 0.11 0.13
H 1.216124 1.839335 1.241874 -0.16 -0.22 -0.02
H 0.926992 1.754382 -0.514526 -0.12 -0.09 0.04
H 0.700828 -2.241238 -1.199648 -0.03 0.00 -0.18
H 0.814941 -0.681870 -2.133436 0.21 -0.30 -0.22
H 2.068405 -1.163014 -0.952397 -0.27 0.37 0.46
C -1.151376 0.179847 0.201212 0.69 0.46 1.57
C -2.021421 -0.375857 1.039795 0.17 -0.15 -0.27
O -1.435960 1.165148 -0.708551 0.24 -0.30 -0.11
H -2.386122 1.355459 -0.708217 0.20 -0.12 0.07
H -0.087791 -0.720287 -0.565789 2.86 -1.07 -1.11
H -3.087536 -0.177561 0.995914 0.02 0.05 -0.03
H -1.662504 -1.067110 1.792201 0.05 0.03 -0.11
```
Forces are in eV/Å.

orbital gap: 9.7 eV
HOMO: -9.0 eV
charge: 0

Atomic partial charges in e from the natural (NBO) method, atoms 1 to 8:
1 C -0.70
2 C -0.84
3 C 0.55
4 O -0.61
5 H 0.23
6 H 0.25
7 H 0.24
8 H 0.23

| no. | E_tot (hartree) |
| --- | --- |
| 1 | -5639.16830 |
| 2 | -405.56383 |
| 3 | -397.63319 |
| 4 | -667.62029 |
| 5 | -264.07070 |
| 6 | -198.82500 |
| 7 | -346.83174 |